Entry i
The ion C3HNOS3 with charge -2. Source: the Open Molecules 2025 dataset; level of theory: wB97M-V/def2-TZVPD.

HOMO energy, Ha: -0.0057
Frontier orbital gap, eV: 5.9
Charge: -2
SMILES: [H]/N=C(\C([O-])=S)C(=S)[S-]

Atoms and positions in Å:
C 0.52631 -1.01979 -0.25357
S -2.32954 0.62355 1.28756
N 0.93385 1.11501 0.76814
C 0.07941 0.25738 0.23012
S -1.71330 0.71389 -1.65747
H 1.91806 0.63636 0.87251
C -1.33804 0.61629 -0.03604
O -0.18602 -2.03733 -0.32939
S 2.10925 -0.90538 -0.88187

Entry ii
The ion C3HNOS3 with charge -2. Source: the Open Molecules 2025 dataset; level of theory: wB97M-V/def2-TZVPD.

HOMO energy (alpha / beta), Ha: 0.0295 / 0.0295
Frontier orbital gap (alpha / beta), eV: 4.8 / 4.8
Charge: -2
SMILES: [O-]NC(=S)C1=C([S-])S1

Atoms and positions in Å:
S -1.28214 0.46956 -2.23324
S -2.03798 -1.06627 0.89533
C -0.26270 0.25183 -0.70846
C 0.35178 1.12210 -1.47818
C -0.47672 -0.47256 0.48027
S 1.45093 2.22351 -1.96696
H 0.05654 -1.25005 2.18731
O 1.74547 -0.52897 1.44050
N 0.45484 -0.74916 1.38343

We find entry i to be the most stable, with the next structure 263.3 kJ/mol higher.

Entry i
An isolated molecule of H5NOSSi. Source: the Open Molecules 2025 dataset; level of theory: wB97M-V/def2-TZVPD.

HOMO energy, Ha: -0.3601
Frontier orbital gap, eV: 10.3
SMILES: N[Si@@H](O)S

Atoms and positions in Å:
H -0.16520 -0.24283 -1.78821
Si -0.48064 -0.52936 -0.25721
S -2.34990 0.46466 0.17089
N 0.96027 0.33741 0.42548
H 1.58297 -0.19771 0.97766
O -0.55321 -2.09772 0.17326
H 0.69010 1.15228 0.97356
H -0.09545 -2.29575 0.91551
H -2.10278 1.37175 -0.79427

Entry ii
An isolated molecule of H5NOSSi. Source: the Open Molecules 2025 dataset; level of theory: wB97M-V/def2-TZVPD.

HOMO energy, Ha: -0.3524
Frontier orbital gap, eV: 10.1
SMILES: N[Si@@H](O)S

Atoms and positions in Å:
S 2.22808 -0.46248 0.28138
Si 0.52177 0.60837 -0.49704
H 0.42340 2.42997 0.86100
H 0.70642 0.48232 -2.01162
O 0.24227 2.10293 0.03714
H 1.61010 -0.48010 1.43472
N -0.80374 -0.94175 0.47263
H -1.77523 -0.71962 0.32792
H -0.28771 -1.57482 -0.12024

We find entry i to be the most stable, with the next structure 163.2 kJ/mol higher.